12 unconnected molecules or ions with the total composition C44H86F6N4O20S6. Source: OMol25; level of theory: ωB97M-V/def2-TZVPD.

Geometry as XYZ:
```
166
Properties=species:S:1:pos:R:3:forces:R:3:lowdin_charge:R:1
C 5.5646 -0.3066 1.0774 -1.95 2.82 0.92 -0.0654
C 5.9738 -0.7979 -0.2578 2.42 -1.37 1.45 -0.1566
O 6.9462 -1.9419 -0.0315 -0.60 -0.29 -0.40 0.0478
C 6.8953 -2.8757 -0.9702 -1.13 1.31 -2.00 -0.3803
O 6.2560 -2.7872 -2.0113 0.70 -0.29 1.46 0.1218
C 7.8067 -4.0877 -0.7782 -0.17 0.93 1.44 -0.5799
F 7.8013 -4.4863 0.5034 0.36 0.11 0.24 0.1569
F 7.3580 -5.0914 -1.4747 0.20 -0.74 -1.00 0.2023
F 9.0548 -3.7344 -1.1207 -0.14 -0.49 -0.10 0.1749
H 6.2668 0.2660 1.7930 -0.55 -1.31 -1.53 0.1155
H 4.9292 -1.0034 1.6444 0.54 -0.04 -0.37 0.0482
H 4.8103 0.5142 0.7494 0.91 -0.98 0.77 0.1018
H 6.5350 -0.0908 -0.8144 0.50 0.77 -0.51 0.1001
H 5.1963 -1.1691 -0.8582 -1.19 -0.47 -0.48 0.0956
C -1.0832 -3.0461 2.3028 0.54 0.27 -0.43 -0.0392
C -1.7612 -3.0469 0.9097 0.07 -0.38 0.66 -0.1344
O -2.7719 -4.1430 0.8571 1.13 -0.28 -0.06 -0.0061
C -2.2445 -5.3410 0.5326 -1.69 0.93 1.60 -0.3927
O -1.1608 -5.5787 0.1167 0.80 -0.31 -0.41 0.1504
C -3.2583 -6.4610 0.9802 0.40 1.21 -0.38 -0.5488
F -3.1673 -7.4801 0.1545 -0.02 -0.77 -0.31 0.1792
F -2.9549 -6.8737 2.2214 -0.19 0.14 -0.26 0.1686
F -4.5119 -5.9958 0.9522 0.07 -0.29 0.25 0.1621
H -0.4126 -3.8898 2.5492 -0.15 0.27 -0.68 0.0807
H -1.8284 -3.0789 3.0767 -0.65 0.14 0.25 0.0717
H -0.5419 -2.0876 2.4623 -0.24 -0.61 -0.28 0.0643
H -1.0918 -3.2485 0.0643 0.02 0.46 0.39 0.1050
H -2.2989 -2.0900 0.7885 0.04 -0.70 -0.18 0.1242
O 8.3017 2.3126 -3.9149 0.95 -0.01 -0.13 -0.3186
S 7.0427 2.9780 -3.8216 -2.43 -0.92 -0.96 0.6714
O 6.7942 4.2838 -4.3830 0.64 0.27 0.50 -0.3207
C 5.6575 1.9800 -4.5262 0.89 -1.87 1.05 -0.1831
C 4.7663 1.5581 -3.3264 0.13 0.98 0.15 -0.2071
C 4.9387 2.6346 -2.2541 -0.06 -0.01 0.46 -0.2209
C 6.4478 2.8377 -2.1448 -0.60 -0.77 -0.98 -0.2279
H 5.9751 0.9919 -4.8933 0.58 0.72 -0.45 0.1056
H 5.2737 2.5803 -5.3248 -0.74 0.29 -0.12 0.0830
H 3.7285 1.4341 -3.6531 0.32 -0.15 0.27 0.0873
H 5.1825 0.6693 -2.8466 -0.22 -0.45 -0.60 0.0986
H 4.5325 2.3503 -1.2546 0.07 0.21 -0.78 0.1158
H 4.4567 3.5200 -2.6248 -0.32 0.69 0.21 0.1038
H 6.8845 1.8965 -1.8314 0.39 0.06 0.46 0.0833
H 6.7938 3.6841 -1.6262 0.39 0.94 0.98 0.0918
O -1.6866 5.4059 -2.7791 -0.34 -0.90 -1.70 -0.3131
S -1.0982 6.1532 -1.7264 -0.51 0.55 2.56 0.6177
O -1.8432 7.2439 -1.1648 -0.21 0.92 -0.32 -0.3032
C -0.7047 5.1406 -0.3433 -0.98 -0.37 0.97 -0.2529
C 0.5265 5.7882 0.2681 -0.52 -0.36 1.56 -0.2393
C 1.4418 6.0643 -0.8649 1.12 0.80 -1.04 -0.2022
C 0.5433 6.6670 -2.0186 1.92 0.31 -1.03 -0.2146
H -0.5219 4.1725 -0.7662 0.56 -0.78 -0.09 0.0814
H -1.5927 5.0158 0.3310 0.73 0.38 -0.72 0.1133
H 0.2778 6.7396 0.7476 -0.33 -0.17 0.10 0.1230
H 0.9611 5.1341 1.0530 -0.13 0.35 -0.49 0.1242
H 1.9440 5.1043 -1.1511 -0.50 0.95 -0.35 0.1126
H 2.2273 6.8136 -0.6167 -0.43 -0.63 -0.08 0.1239
H 0.9199 6.2382 -2.9412 -0.27 -0.22 -0.32 0.0845
H 0.5442 7.7702 -2.2201 0.07 -0.88 0.84 0.1255
O -6.7467 0.9260 1.8222 -0.51 0.95 -0.72 -0.3305
S -6.6416 -0.4317 2.2506 0.88 -0.84 -1.54 0.6228
O -6.4505 -0.6476 3.6286 0.09 -0.58 2.55 -0.3010
C -7.9897 -1.4865 1.7055 0.29 -0.27 -0.53 -0.2067
C -7.3092 -2.8188 1.2801 0.68 1.73 -0.57 -0.1864
C -6.0145 -2.3842 0.5538 -0.68 1.11 -0.77 -0.2117
C -5.3138 -1.3021 1.3843 0.44 0.21 -1.02 -0.2305
H -8.4891 -1.0155 0.8388 0.14 -0.18 0.53 0.1142
H -8.6286 -1.5703 2.5767 -0.32 0.01 -0.06 0.0983
H -7.0089 -3.4025 2.1049 -0.01 -0.72 1.26 0.0989
H -7.9692 -3.3821 0.6555 -0.34 -0.41 -0.41 0.1042
H -6.3046 -1.7258 -0.2919 -0.20 -1.08 -0.27 0.1154
H -5.3571 -3.1778 0.1701 -0.28 0.32 0.35 0.0932
H -4.8152 -0.6199 0.6300 -0.24 -0.53 1.40 0.1130
H -4.6401 -1.6760 2.1505 0.14 0.21 0.01 0.0859
O 1.1958 0.5054 6.1106 0.69 0.56 -0.32 -0.3261
S 2.0185 0.7541 4.9322 -1.70 0.81 -0.31 0.6736
O 1.7245 1.8714 4.0483 -0.18 -0.29 0.42 -0.3388
C 3.7280 0.8907 5.3448 0.12 -0.92 0.96 -0.2243
C 4.1246 -0.5738 5.4454 -0.46 -0.68 0.84 -0.2175
C 3.5057 -1.2682 4.2467 -0.94 0.14 0.42 -0.2141
C 2.0806 -0.7920 4.0530 -0.09 0.72 -0.79 -0.2268
H 3.8052 1.4026 6.3037 0.06 0.27 -0.24 0.1146
H 4.2324 1.3859 4.5265 0.06 0.29 -0.06 0.1075
H 5.1915 -0.7224 5.4003 0.40 0.03 0.35 0.1115
H 3.6975 -1.0528 6.3734 0.61 0.68 -0.70 0.1396
H 3.4847 -2.3239 4.4034 0.44 -0.78 -0.36 0.1167
H 3.9963 -0.9501 3.3691 1.02 -0.25 -0.96 0.0689
H 1.3198 -1.4146 4.4729 -0.40 -0.33 0.35 0.0929
H 1.8105 -0.5756 3.0048 0.21 -0.19 0.49 0.0903
O -3.0551 0.3313 2.9149 0.36 -0.16 0.93 -0.3086
S -1.9921 0.6735 3.8594 0.71 -0.95 -1.50 0.6847
O -0.6757 0.0694 3.6136 -1.24 0.09 0.43 -0.3650
C -1.8838 2.4002 3.9258 1.73 0.65 -0.10 -0.2544
C -2.9461 2.8662 4.8582 -1.85 0.18 -0.70 -0.2085
C -3.4680 1.7255 5.7229 0.28 -1.33 0.74 -0.1812
C -2.4573 0.5403 5.5642 -2.03 -0.57 -0.20 -0.2010
H -1.9384 2.8237 2.9211 -0.04 -0.10 0.10 0.0890
H -0.8961 2.5808 4.3726 0.01 0.01 -0.35 0.1139
H -2.5820 3.6288 5.4803 0.48 1.27 0.62 0.1003
H -3.7532 3.2522 4.2196 0.02 0.15 0.55 0.1274
H -4.4258 1.3690 5.3400 0.03 0.03 0.04 0.1063
H -3.6221 1.9372 6.8110 0.29 0.14 -0.98 0.1285
H -3.0327 -0.4020 5.7070 0.88 0.38 0.05 0.1241
H -1.5314 0.6095 6.1146 0.19 -0.06 0.35 0.0917
O 2.3754 2.7394 -5.1742 0.20 -0.44 -0.56 -0.3165
S 1.2195 2.7942 -4.3251 -0.68 0.66 1.72 0.6827
O 1.4610 3.2421 -2.9507 -0.29 0.04 -0.63 -0.3440
C -0.1033 3.7590 -5.1180 2.06 -0.55 -0.87 -0.2100
C -1.2686 2.8296 -5.2986 -0.13 -1.27 -0.33 -0.1925
C -1.1558 1.7251 -4.1963 -1.62 1.20 0.67 -0.2229
C 0.2569 1.3007 -4.1772 1.82 -1.72 -0.46 -0.2609
H 0.4452 3.9625 -6.0578 -0.74 0.56 0.33 0.1102
H -0.2543 4.6122 -4.4876 -0.33 0.50 0.12 0.0642
H -2.1885 3.3827 -5.3041 -0.55 0.16 0.40 0.1072
H -1.2323 2.3438 -6.2891 0.19 0.13 0.30 0.1214
H -1.8883 0.8926 -4.2699 0.61 0.53 -0.16 0.1346
H -1.3456 2.2278 -3.2242 -0.14 -0.28 -0.37 0.1034
H 0.5277 0.6279 -5.0092 -0.15 0.34 0.06 0.1227
H 0.6037 0.7961 -3.2655 -0.32 0.22 -0.13 0.0888
C -5.6850 1.8537 -1.0850 1.25 -0.39 1.21 -0.0140
N -4.4616 2.6022 -0.7208 -0.98 -0.16 -0.40 -0.1751
C -3.8283 3.2870 -1.7938 0.56 1.23 0.05 -0.0449
C -4.0213 2.6872 0.5206 0.51 0.00 0.81 -0.3086
O -3.0138 3.3108 0.8782 -0.61 -0.22 -0.08 -0.0483
H -5.3679 0.9771 -1.6822 -0.41 0.31 0.17 0.0993
H -6.3353 2.4961 -1.6566 -0.31 0.14 -0.17 0.0860
H -6.1495 1.5433 -0.1260 0.02 0.07 -0.87 0.0609
H -4.4527 4.1064 -2.1655 0.13 0.14 0.18 0.1102
H -2.8210 3.6765 -1.5500 -0.80 -0.37 0.02 0.0716
H -3.7737 2.5859 -2.5754 0.45 -0.85 -1.37 0.0681
H -4.6372 2.0900 1.1967 0.03 0.04 0.45 0.1206
C -1.2473 -5.1278 -3.0154 0.28 0.88 1.35 -0.0316
N -2.5575 -4.6825 -2.5404 0.83 -1.04 -0.13 -0.1774
C -3.6229 -5.5762 -2.7943 -0.17 -0.62 0.19 -0.0526
C -2.8360 -3.4521 -2.0672 2.56 -0.03 -1.93 -0.3648
O -3.9265 -3.0706 -1.7616 -1.26 0.82 0.76 0.0382
H -1.0836 -4.7140 -3.9666 0.48 0.58 -1.48 0.0739
H -1.1851 -6.2017 -3.1301 -0.31 -0.23 0.34 0.0952
H -0.4232 -4.8004 -2.3460 -0.73 -0.21 -0.32 0.0527
H -3.9401 -5.6399 -3.8205 0.18 -0.02 -0.72 0.0981
H -3.3893 -6.5523 -2.4121 0.08 -0.63 0.04 0.0850
H -4.4322 -5.1912 -2.2565 -1.55 0.32 0.81 0.0681
H -1.9041 -2.8400 -2.2131 -0.62 0.32 0.88 0.1450
C 2.0530 -5.7836 -0.5775 0.52 -0.19 -0.57 -0.0469
N 2.4051 -4.3814 -0.4369 -0.78 0.45 -0.16 -0.1673
C 2.2319 -3.5325 -1.5932 -0.24 0.26 -1.61 -0.0313
C 2.4847 -3.7495 0.7412 1.44 -0.75 0.54 -0.3414
O 2.8420 -2.6021 0.8919 -0.26 1.30 0.00 -0.0035
H 1.7054 -6.1970 0.3515 0.43 -0.17 0.72 0.0788
H 2.9218 -6.3510 -1.0101 -0.94 0.36 0.46 0.1105
H 1.1610 -5.9094 -1.1910 0.20 0.18 -0.43 0.0591
H 1.2558 -3.8423 -2.0662 1.12 0.61 0.16 0.0792
H 2.2236 -2.4519 -1.3639 -0.31 -0.75 0.43 0.0751
H 3.0638 -3.5976 -2.3276 -0.48 -0.49 0.32 0.1007
H 2.4282 -4.3766 1.6245 -0.51 -0.68 0.25 0.1344
C 1.3740 0.2017 -0.0378 0.16 1.50 -0.19 -0.0106
N 0.0249 0.7301 0.0205 1.10 1.74 2.08 -0.1302
C -0.2208 1.7889 1.0278 -0.99 -0.86 -1.55 -0.0134
C -0.9295 0.4640 -0.8233 -1.60 -1.18 -0.34 -0.3626
O -0.8510 -0.3903 -1.6949 -0.18 -0.23 -0.86 -0.0256
H 1.5264 -0.3063 -0.9603 0.05 -0.32 -0.84 0.0600
H 1.5660 -0.5026 0.7371 0.12 -0.48 0.80 0.0507
H 2.0965 1.0618 0.0374 -0.60 -0.80 -0.05 0.1086
H -0.1276 1.4001 2.0087 -0.09 -0.44 0.85 0.0368
H 0.5388 2.5109 0.9185 0.82 1.25 -0.25 0.0719
H -1.2294 2.1973 0.8007 0.84 -0.05 0.58 0.0688
H -1.9001 0.9785 -0.5661 0.67 -0.12 -0.46 0.1488
```
Forces are in eV/Å.

2S+1 = 1
SMILES = CCOC(=O)C(F)(F)F.CCOC(=O)C(F)(F)F.O=S1(=O)CCCC1.O=S1(=O)CCCC1.O=S1(=O)CCCC1.O=S1(=O)CCCC1.O=S1(=O)CCCC1.O=S1(=O)CCCC1.CN(C)C=O.CN(C)C=O.CN(C)C=O.CN(C)C=O
LUMO level = 0.26 eV
E = -6440.20945 a.u.